{
  "formula": "C20H25NO3",
  "method": "wB97M-V/def2-TZVPD",
  "e_lumo_ev": -1.246,
  "homo_ev": -6.257,
  "gap_ha": 0.1841,
  "energy_ev": -28775.9217,
  "max_force_ev_per_a": 2.30,
  "symbols": ["C", "C", "C", "C", "C", "C", "O", "C", "O", "O", "H", "H", "H", "H", "H", "H", "H", "H", "H", "C", "C", "C", "N", "C", "C", "C", "C", "C", "C", "C", "C", "C", "C", "H", "H", "H", "H", "H", "H", "H", "H", "H", "H", "H", "H", "H", "H", "H", "H"],
  "coordinates": [[-2.40, 2.29, 1.06], [-0.98, 2.09, 1.51], [-0.52, 0.80, 2.00], [0.94, 0.67, 2.24], [1.40, -0.78, 2.37], [0.43, -1.52, 3.25], [-0.92, -1.50, 2.68], [-1.42, -0.35, 2.15], [-2.62, -0.33, 1.86], [-0.20, 3.05, 1.45], [-2.99, 1.39, 1.24], [-2.84, 3.14, 1.59], [-2.39, 2.52, -0.01], [1.45, 1.14, 1.39], [1.23, 1.24, 3.14], [1.46, -1.22, 1.37], [2.40, -0.81, 2.81], [0.67, -2.58, 3.34], [0.39, -1.07, 4.25], [-5.84, -0.05, 8.03], [-5.72, -1.54, 7.70], [-4.96, -1.64, 6.37], [-4.42, -0.30, 6.13], [-3.48, -0.06, 5.24], [-2.91, 1.22, 5.05], [-1.56, 1.40, 4.81], [-0.94, 2.70, 4.77], [0.44, 2.85, 5.08], [1.03, 4.10, 5.08], [0.28, 5.24, 4.75], [-1.07, 5.11, 4.41], [-1.69, 3.86, 4.44], [-4.90, 0.70, 7.07], [-6.87, 0.30, 7.87], [-5.58, 0.16, 9.07], [-5.16, -2.07, 8.48], [-6.70, -2.02, 7.61], [-4.15, -2.38, 6.41], [-5.63, -1.93, 5.56], [-3.12, -0.90, 4.63], [-3.55, 2.09, 5.18], [-0.90, 0.53, 4.84], [1.01, 1.95, 5.34], [2.08, 4.20, 5.36], [0.75, 6.22, 4.75], [-1.67, 5.98, 4.14], [-2.75, 3.75, 4.18], [-5.44, 1.51, 6.55], [-4.08, 1.18, 7.63]],
  "nbo_charge": [-0.73, 0.53, -0.39, -0.41, -0.43, -0.06, -0.55, 0.74, -0.70, -0.66, 0.27, 0.20, 0.22, 0.23, 0.19, 0.21, 0.21, 0.19, 0.15, -0.41, -0.41, -0.22, -0.32, 0.23, -0.38, 0.00, -0.14, -0.15, -0.21, -0.17, -0.22, -0.10, -0.23, 0.22, 0.23, 0.22, 0.23, 0.22, 0.22, 0.25, 0.22, 0.22, 0.21, 0.22, 0.22, 0.22, 0.20, 0.22, 0.22]
}



{
  "formula": "C32H72N4",
  "method": "wB97M-V/def2-TZVPD",
  "total_charge": 4,
  "e_lumo_ev": -10.313,
  "homo_ev": -10.967,
  "gap_ha": 0.0240,
  "energy_ev": -40227.1070,
  "max_force_ev_per_a": 9.09,
  "symbols": ["C", "C", "C", "N", "C", "C", "C", "C", "C", "H", "H", "H", "H", "H", "H", "H", "H", "H", "H", "H", "H", "H", "H", "H", "H", "H", "H", "C", "C", "C", "N", "C", "C", "C", "C", "C", "H", "H", "H", "H", "H", "H", "H", "H", "H", "H", "H", "H", "H", "H", "H", "H", "H", "H", "C", "C", "C", "N", "C", "C", "C", "C", "C", "H", "H", "H", "H", "H", "H", "H", "H", "H", "H", "H", "H", "H", "H", "H", "H", "H", "H", "C", "C", "C", "N", "C", "C", "C", "C", "C", "H", "H", "H", "H", "H", "H", "H", "H", "H", "H", "H", "H", "H", "H", "H", "H", "H", "H"],
  "coordinates": [[4.52, -7.61, -3.10], [5.56, -6.97, -2.42], [6.48, -6.17, -3.07], [7.46, -5.25, -2.59], [8.76, -6.14, -2.56], [6.97, -4.60, -1.08], [7.05, -3.23, -1.55], [6.63, -3.06, -3.05], [7.62, -4.04, -3.63], [3.55, -7.52, -2.51], [6.74, -8.81, -1.83], [4.51, -7.79, -4.18], [11.63, -8.03, 1.82], [5.32, -6.86, -1.36], [4.71, -4.57, -3.47], [6.59, -6.53, -4.13], [9.08, -6.30, -3.57], [8.58, -7.13, -2.08], [9.70, -5.67, -2.12], [7.67, -5.01, -0.39], [5.99, -4.99, -0.82], [8.05, -2.84, -1.43], [6.44, -2.67, -0.93], [6.85, -2.10, -3.40], [5.61, -3.22, -3.26], [8.64, -3.67, -3.55], [7.61, -4.29, -4.65], [-3.08, 5.87, 0.27], [-3.85, 6.85, 0.97], [-4.10, 8.57, -0.77], [-4.83, 9.50, 0.04], [-4.21, 10.23, 1.15], [-6.29, 9.22, 0.39], [-7.24, 10.02, -0.57], [-6.30, 10.56, -1.67], [-4.75, 10.20, -1.44], [-3.67, 5.29, 1.14], [-2.10, 5.54, 0.48], [-3.43, 5.46, -0.64], [-3.67, 7.62, 1.71], [-4.84, 6.53, 0.93], [-4.74, 7.93, -1.33], [-3.06, 8.57, -0.69], [-3.18, 10.44, 0.73], [-4.27, 9.71, 2.11], [-4.67, 11.24, 1.32], [-6.52, 9.23, 1.48], [-6.28, 8.16, 0.29], [-7.77, 10.78, -0.09], [-7.93, 9.28, -0.81], [-6.28, 11.59, -1.73], [-6.55, 10.28, -2.66], [-4.12, 11.09, -1.33], [-4.19, 9.57, -2.18], [3.35, -2.68, 8.67], [3.36, -1.27, 9.35], [2.03, -0.82, 8.98], [1.58, 0.75, 9.08], [1.66, 1.20, 10.51], [0.14, 0.93, 8.75], [0.37, 1.52, 7.36], [1.68, 1.86, 7.04], [2.51, 1.61, 8.29], [2.36, -3.21, 8.69], [3.73, -3.29, 9.44], [3.88, -2.69, 7.80], [4.24, -0.68, 8.98], [3.58, -1.28, 10.35], [1.28, -1.24, 9.69], [1.87, -1.07, 7.88], [2.74, 1.37, 10.80], [1.23, 0.43, 11.14], [1.22, 2.18, 10.48], [-0.22, 1.67, 9.43], [-0.55, 0.07, 8.63], [-8.06, 6.69, 4.90], [-0.64, 1.75, 7.04], [-1.84, 5.68, 8.60], [2.21, 2.22, 6.17], [2.56, 2.59, 8.55], [3.37, 0.99, 8.15], [-4.24, -6.25, -8.95], [-4.18, -5.62, -7.68], [-3.37, -4.50, -7.11], [-3.48, -3.86, -5.54], [-3.72, -5.03, -4.56], [-4.64, -2.83, -5.46], [-4.14, -1.87, -4.14], [-2.38, -2.19, -3.94], [-2.15, -3.18, -5.22], [-3.16, -6.74, -7.39], [-3.56, -5.84, -9.81], [-4.90, -7.18, -8.95], [-4.72, -6.16, -6.98], [-4.53, -3.84, -15.09], [-3.20, -3.71, -7.85], [-2.36, -4.87, -7.12], [-4.67, -5.47, -4.78], [-3.77, -4.72, -3.48], [-2.89, -5.74, -4.63], [-5.56, -3.42, -5.63], [-4.46, -2.21, -6.41], [-4.50, -2.45, -3.42], [-4.27, -0.92, -4.57], [-2.16, -2.74, -3.10], [-1.65, -1.42, -4.11], [-1.58, -4.11, -4.89], [-1.80, -2.64, -6.14]],
  "mulliken_charge": [-0.47, -0.64, -0.24, 0.55, -1.04, -0.42, -0.54, -0.59, -0.57, 0.25, 0.06, 0.32, 0.04, 0.32, 0.08, 0.10, 0.38, 0.41, 0.35, 0.35, 0.26, 0.32, 0.47, 0.39, 0.05, 0.40, 0.35, -1.01, -0.36, -1.40, 0.37, -1.00, -0.60, -0.63, -0.70, -0.41, 0.28, 0.38, 0.31, 0.39, 0.23, 0.54, 0.46, 0.34, 0.42, 0.34, 0.49, 0.31, 0.32, 0.36, 0.38, 0.38, 0.44, 0.33, -1.43, -0.34, -0.79, 0.09, -1.14, -0.39, -0.42, -0.52, -0.46, 0.40, 0.45, 0.40, 0.32, 0.44, 0.36, 0.33, 0.37, 0.32, 0.64, 0.37, 0.33, -0.02, 0.44, -0.07, 0.47, 0.45, 0.31, -0.56, -0.30, -0.90, 0.09, -1.03, -0.45, -0.94, -0.75, -0.43, 0.22, 0.31, 0.32, 0.30, -0.04, 0.46, 0.53, 0.36, 0.35, 0.47, 0.44, 0.36, 0.45, 0.43, 0.38, 0.39, 0.29, 0.44]
}